Record 1
{"formula": "C21H23N4O2S", "method": "ωB97M-V/def2-TZVPD", "homo_ev": -10.386, "max_force_ev_per_a": 2.12, "charge": 1, "species": ["O", "O", "S", "C", "C", "C", "C", "C", "C", "C", "C", "C", "C", "C", "C", "C", "C", "C", "C", "C", "N", "N", "N", "N", "C", "C", "C", "C", "H", "H", "H", "H", "H", "H", "H", "H", "H", "H", "H", "H", "H", "H", "H", "H", "H", "H", "H", "H", "H", "H", "H"], "coordinates": [[-3.0153, 5.2845, 1.3889], [-0.2178, 3.4592, -0.2787], [0.2606, -3.5723, -1.2012], [-2.4715, 5.5127, 2.4594], [-0.2504, 4.2794, 0.6342], [-0.6315, 0.1600, 2.5625], [-0.8745, 1.2395, 1.7555], [0.0166, -0.3536, 0.5012], [2.1748, -2.5711, -4.6948], [0.2470, -7.5468, -0.1803], [2.6092, -3.8450, -5.0871], [0.9735, -8.0616, -1.2635], [1.4463, -2.4092, -3.5084], [-0.0096, -6.1718, -0.0939], [2.3176, -4.9643, -4.2967], [1.4480, -7.2055, -2.2661], [1.1580, -3.5272, -2.7177], [0.4659, -5.3183, -1.0948], [1.5905, -4.7933, -3.1122], [1.1882, -5.8327, -2.1708], [-0.0724, -0.8265, 1.7630], [0.1411, 5.5288, 0.3472], [-1.3663, 4.8740, 2.8595], [-0.4731, 0.9003, 0.4801], [-3.0378, 6.5577, 3.3927], [0.3774, 6.6754, 1.2285], [-1.5343, 2.5441, 2.1538], [-0.6731, 3.8345, 2.0715], [-0.8598, 0.0890, 3.6208], [0.4374, -0.8796, -0.3518], [2.4012, -1.7102, -5.3178], [-0.1209, -8.2187, 0.5901], [3.1709, -3.9668, -6.0091], [1.1674, -9.1286, -1.3281], [1.1039, -1.4233, -3.2152], [-0.5791, -5.7757, 0.7400], [2.6527, -5.9485, -4.6079], [2.0065, -7.6106, -3.1037], [0.2211, -1.7492, 2.0734], [0.3260, 5.6743, -0.6345], [-0.9844, 5.1330, 3.7558], [-0.4648, 1.5657, -0.2994], [-2.2679, 7.2828, 3.6502], [-3.8584, 7.0691, 2.8887], [-3.4157, 6.0770, 4.2937], [0.8093, 6.3577, 2.1785], [-0.5590, 7.2086, 1.4051], [1.0743, 7.3672, 0.7504], [-2.4187, 2.6782, 1.5254], [-1.8943, 2.4319, 3.1783], [0.2651, 3.6261, 2.5850]], "atomic_forces_ev_per_a": [[0.51, -0.37, 0.06], [-0.37, -0.83, 0.09], [0.08, -0.18, -0.22], [-1.71, 0.74, -1.02], [-0.32, -0.01, -0.23], [-0.13, 0.57, -0.47], [-0.16, 0.30, 0.69], [-0.14, 0.40, 0.35], [-0.26, -0.30, 0.52], [0.08, 0.60, -0.30], [-0.22, -0.35, 0.46], [0.12, 0.52, -0.32], [0.16, -0.14, -0.23], [0.06, -0.26, -0.05], [0.02, 0.87, -0.26], [-0.42, -0.26, 0.76], [0.25, 0.37, -0.47], [-0.10, -0.57, 0.39], [0.17, -0.46, -0.17], [0.26, -0.19, -0.39], [-0.16, 0.67, -0.65], [0.24, 0.58, 0.81], [1.58, -0.73, 0.23], [0.44, -1.47, 0.59], [0.12, -0.08, -0.08], [-0.34, -0.17, -0.05], [0.18, -0.31, -1.11], [-0.39, 0.61, 0.37], [0.24, -0.36, -0.35], [-0.16, 0.08, 0.38], [-0.07, -0.11, 0.15], [0.04, 0.16, -0.11], [-0.10, 0.03, 0.16], [-0.03, 0.18, 0.01], [0.02, -0.01, -0.04], [0.03, -0.06, -0.04], [-0.06, 0.10, 0.08], [-0.06, 0.10, 0.08], [-0.07, 0.29, -0.29], [0.00, -0.19, 0.04], [0.09, -0.10, -0.10], [0.04, 0.17, 0.22], [0.00, 0.07, 0.21], [0.15, -0.15, 0.05], [0.03, 0.09, 0.14], [-0.03, 0.05, -0.11], [0.10, 0.05, 0.11], [-0.07, -0.24, -0.01], [0.01, 0.12, 0.04], [0.20, 0.08, -0.07], [0.14, 0.12, 0.13]]}



Record 2
{"formula": "C23H59BBrN8O4", "method": "ωB97M-V/def2-TZVPD", "homo_ev": -11.044, "max_force_ev_per_a": 0.97, "charge": 1, "species": ["C", "C", "C", "C", "C", "C", "B", "O", "N", "C", "C", "N", "C", "N", "N", "N", "C", "C", "Br", "H", "H", "H", "H", "H", "H", "H", "H", "H", "H", "H", "H", "H", "H", "H", "H", "H", "H", "H", "H", "H", "H", "H", "H", "H", "H", "C", "C", "C", "O", "C", "N", "H", "H", "H", "H", "H", "H", "H", "H", "H", "H", "H", "C", "C", "C", "O", "C", "N", "H", "H", "H", "H", "H", "H", "H", "H", "H", "H", "H", "C", "C", "C", "O", "C", "N", "H", "H", "H", "H", "H", "H", "H", "H", "H", "H", "H"], "coordinates": [[3.6627, 1.0028, 2.5304], [4.2217, 1.2545, 1.1163], [4.9316, -0.0026, 0.6007], [3.1734, 1.6739, 0.0575], [2.0208, 2.5752, 0.5441], [0.5917, 2.0142, 0.4043], [-0.3718, 3.2277, 0.8332], [-0.7711, 3.2486, 2.1474], [-0.7119, 4.2742, -0.1155], [0.0415, 5.5176, 0.1095], [-2.1417, 4.4390, -0.3743], [0.4315, 0.8516, 1.3464], [-0.8432, 0.2895, 1.2188], [-1.5620, 0.2630, 2.2925], [-2.8520, -0.2607, 2.4052], [-1.2496, -0.1647, 0.0094], [-1.1157, 0.8651, -1.0640], [0.3013, 1.4170, -0.9912], [0.6798, 2.5471, -2.5118], [4.0166, 0.0450, 2.9142], [4.0063, 1.7552, 3.2408], [2.5741, 0.9869, 2.5707], [4.9846, 2.0343, 1.1597], [5.5937, -0.4259, 1.3556], [5.5052, 0.2052, -0.3045], [4.1951, -0.7686, 0.3390], [2.8103, 0.7718, -0.4453], [3.7067, 2.2289, -0.7157], [2.1672, 2.8555, 1.5889], [2.0281, 3.5087, -0.0227], [-1.5980, 3.7206, 2.2897], [0.7369, 5.7133, -0.7102], [-0.6366, 6.3673, 0.1955], [0.6300, 5.4786, 1.0312], [-2.3782, 4.3080, -1.4347], [-2.4974, 5.4287, -0.0781], [-2.7478, 3.7029, 0.1711], [1.1241, 0.1480, 1.0854], [-1.1365, 0.5798, 3.1565], [-3.3908, -0.0066, 1.5817], [-3.2866, 0.1529, 3.2241], [-2.1243, -0.6768, -0.0011], [-1.2950, 0.3751, -2.0175], [-1.8554, 1.6615, -0.9385], [0.9715, 0.5656, -1.1257], [1.4951, -3.7717, -3.6533], [0.9387, -2.4339, -3.1809], [1.9639, -1.2930, -3.1781], [2.8946, -1.3344, -2.1071], [4.0094, -2.1899, -2.3067], [0.3082, -2.6150, -1.8692], [2.0970, -4.2500, -2.8799], [0.6766, -4.4491, -3.8923], [2.1128, -3.6527, -4.5447], [0.1480, -2.1382, -3.8768], [1.4312, -0.3478, -3.0315], [2.4910, -1.2316, -4.1378], [4.3174, -2.1921, -3.3560], [3.7995, -3.2159, -1.9978], [4.8284, -1.8057, -1.7012], [-0.1765, -1.7650, -1.6018], [1.0433, -2.7319, -1.1763], [-0.7793, -2.4381, 5.1083], [-0.4547, -0.9900, 5.4568], [0.5510, -0.8267, 6.6020], [0.0108, -1.0666, 7.8799], [-0.0418, -2.4233, 8.2885], [-1.7115, -0.2646, 5.6996], [-1.4630, -2.8756, 5.8352], [-1.2673, -2.4948, 4.1342], [0.1233, -3.0491, 5.0739], [0.0225, -0.5396, 4.5749], [0.8828, 0.2152, 6.6172], [1.4366, -1.4517, 6.4291], [0.8198, -2.9821, 7.9107], [-0.9586, -2.9181, 7.9600], [-0.0167, -2.4315, 9.3762], [-1.5010, 0.7215, 5.8377], [-2.0699, -0.5661, 6.6022], [-4.5670, -0.3814, -6.2427], [-4.3383, -1.7007, -5.5119], [-3.5728, -1.5536, -4.1919], [-2.1810, -1.3209, -4.3312], [-1.7986, 0.0131, -4.5841], [-3.7145, -2.6496, -6.4302], [-3.6639, -0.0510, -6.7571], [-5.3397, -0.5072, -6.9991], [-4.8835, 0.4082, -5.5581], [-5.3188, -2.1076, -5.2436], [-3.6504, -2.4933, -3.6403], [-4.0230, -0.7622, -3.5733], [-2.4442, 0.7210, -4.0495], [-1.8072, 0.2690, -5.6454], [-0.7752, 0.1239, -4.2188], [-3.6790, -3.5743, -6.0138], [-2.7451, -2.3828, -6.5732]], "atomic_forces_ev_per_a": [[0.15, -0.03, 0.03], [0.01, -0.37, -0.14], [-0.12, -0.03, -0.08], [0.16, 0.24, 0.15], [0.01, 0.12, -0.15], [0.00, 0.09, 0.08], [0.20, 0.19, -0.10], [-0.44, -0.85, -0.18], [-0.37, -0.05, 0.54], [0.18, -0.08, -0.25], [0.01, -0.01, -0.22], [-0.01, 0.26, -0.11], [0.46, -0.24, 0.03], [-0.24, -0.13, 0.24], [-0.02, -0.08, -0.28], [-0.69, 0.52, 0.34], [0.37, -0.20, -0.25], [0.16, -0.19, 0.14], [-0.12, 0.05, 0.02], [-0.02, -0.02, -0.01], [-0.11, 0.08, -0.02], [0.00, 0.00, 0.02], [-0.13, 0.13, 0.17], [0.12, 0.09, -0.05], [0.03, 0.01, 0.02], [-0.01, -0.02, 0.08], [-0.06, -0.01, 0.10], [-0.02, -0.15, -0.14], [-0.05, -0.02, 0.02], [0.07, -0.01, -0.02], [0.25, 0.59, 0.11], [-0.05, 0.06, -0.04], [0.00, 0.01, 0.01], [-0.02, -0.01, 0.02], [0.02, 0.05, -0.02], [-0.02, -0.01, 0.05], [0.02, 0.01, 0.02], [-0.05, -0.07, 0.07], [0.12, -0.08, -0.02], [-0.03, 0.10, 0.06], [0.11, -0.17, 0.15], [0.02, 0.00, -0.08], [0.02, -0.03, 0.00], [-0.02, -0.02, 0.02], [0.03, 0.06, -0.05], [-0.01, -0.01, -0.02], [0.04, -0.06, 0.02], [-0.07, 0.05, 0.14], [0.01, -0.05, 0.00], [0.03, 0.04, 0.00], [0.04, 0.12, 0.02], [0.02, 0.01, 0.00], [0.00, 0.00, 0.03], [0.00, 0.00, 0.00], [0.01, 0.02, 0.00], [-0.03, 0.00, -0.13], [0.00, -0.03, 0.00], [0.00, 0.00, 0.00], [-0.01, 0.00, -0.03], [0.00, 0.00, -0.01], [-0.06, -0.01, -0.03], [-0.01, -0.07, -0.01], [0.00, 0.00, -0.06], [-0.06, -0.15, -0.07], [0.02, 0.12, 0.03], [-0.09, -0.03, -0.04], [0.06, 0.01, 0.05], [0.17, 0.34, -0.24], [0.02, 0.00, 0.02], [-0.04, 0.01, 0.02], [0.00, 0.00, 0.01], [0.10, 0.01, 0.06], [0.00, 0.00, 0.03], [-0.04, -0.04, -0.02], [0.00, -0.01, 0.00], [0.01, -0.01, -0.02], [0.00, 0.00, 0.00], [0.04, -0.02, 0.11], [-0.12, -0.06, -0.07], [-0.03, 0.01, 0.01], [0.04, 0.04, -0.11], [-0.06, -0.07, 0.04], [0.01, 0.03, 0.06], [0.09, 0.02, 0.05], [0.08, -0.07, 0.14], [0.01, 0.00, 0.02], [0.02, -0.01, -0.02], [0.00, 0.00, 0.00], [0.00, 0.02, 0.04], [0.04, -0.01, -0.01], [-0.01, 0.02, -0.04], [-0.01, 0.02, -0.04], [-0.06, -0.02, 0.00], [0.01, 0.06, -0.06], [-0.07, -0.01, -0.04], [-0.03, 0.04, -0.06]]}



Record 3
{"formula": "C2H3N3", "method": "ωB97M-V/def2-TZVPD", "homo_ev": -9.539, "max_force_ev_per_a": 6.90, "e_above_lowest_ev": 1.9921, "charge": 0, "species": ["C", "N", "N", "C", "N", "H", "H", "H"], "coordinates": [[-0.4753, -1.1808, 0.0224], [-1.8007, -0.8732, -0.0062], [-1.9958, 0.4072, 0.0192], [-0.9702, 1.0933, 0.0396], [0.2556, -0.0265, -0.0078], [-0.1318, -2.1898, -0.0745], [-0.5842, 2.1207, -0.1968], [1.2823, 0.3305, -0.0063]], "atomic_forces_ev_per_a": [[-1.10, 3.18, -0.67], [1.66, -4.10, 0.46], [-2.50, 1.81, -0.15], [6.78, -0.92, -0.91], [-1.29, 3.06, 0.33], [0.24, -0.14, 0.21], [-1.20, -1.12, 0.67], [-2.60, -1.77, 0.07]]}



Record 4
{"formula": "C7H20InO4P2Yb", "method": "ωB97M-V/def2-TZVPD", "homo_ev": -10.748, "max_force_ev_per_a": 12.26, "charge": 1, "species": ["C", "C", "O", "C", "C", "C", "C", "C", "In", "P", "O", "P", "O", "O", "H", "H", "H", "H", "H", "H", "H", "H", "H", "H", "H", "H", "H", "H", "H", "H", "H", "H", "H", "H", "Yb"], "coordinates": [[5.1571, 1.9590, 0.0571], [3.9913, 1.3083, 0.8146], [3.9522, -0.0904, 0.6664], [3.1338, -0.5475, -0.3959], [2.2482, -1.6693, 0.1279], [1.1426, -2.0158, -0.8581], [-0.0062, -1.0271, -0.8688], [-0.9384, -1.1917, 0.3435], [-2.4113, 0.4354, 0.2951], [-4.1329, 0.5932, 2.1551], [-5.0233, -0.6488, 2.1847], [-3.9438, 0.2685, -1.7300], [-5.3875, -0.5556, -1.0293], [-4.5208, 1.8088, -2.0525], [5.8951, 1.2092, -0.1855], [5.6171, 2.6833, 0.7159], [4.8220, 2.5000, -0.8162], [3.0579, 1.7954, 0.5416], [4.1474, 1.5048, 1.8672], [2.5526, 0.2450, -0.8554], [3.7851, -1.0003, -1.1403], [1.8573, -1.3879, 1.0966], [2.8942, -2.5275, 0.2457], [0.8028, -3.0346, -0.7194], [1.5991, -1.9989, -1.8467], [0.3381, -0.0015, -0.9456], [-0.6173, -1.2566, -1.7379], [-0.3733, -1.1600, 1.2645], [-1.3786, -2.1736, 0.2384], [-1.5196, 1.9649, 0.2386], [-3.5331, 0.7921, 3.4218], [-4.9521, 1.7558, 2.0155], [-6.1816, -0.2529, -1.5496], [-4.9951, 2.1393, -1.2785], [-7.0789, -0.4232, -0.2807]], "atomic_forces_ev_per_a": [[-0.49, 0.11, 0.42], [0.85, 0.36, 0.11], [-0.55, 0.27, -0.14], [0.35, -0.84, 0.43], [-0.06, 0.12, -0.39], [0.67, 0.42, -0.28], [-0.75, -0.45, 0.44], [-0.25, 0.24, -0.62], [1.40, 0.27, 0.76], [0.32, -0.23, -0.17], [-1.58, -0.15, -0.91], [1.64, 0.22, -1.69], [3.30, 0.63, -2.41], [-1.14, -1.19, 0.77], [0.19, -0.16, -0.21], [0.27, 0.25, 0.07], [0.06, -0.07, -0.46], [-0.36, -0.16, -0.10], [-0.07, -0.14, 0.37], [-0.06, 0.35, 0.00], [0.06, 0.20, -0.47], [-0.12, 0.02, 0.33], [0.11, -0.33, 0.36], [-0.32, -0.20, 0.18], [0.07, -0.11, -0.30], [0.23, 0.20, -0.16], [-0.03, 0.26, -0.43], [-0.02, 0.08, 0.38], [-0.28, -0.30, 0.32], [-0.46, -0.21, -0.19], [-0.24, 0.27, -0.02], [0.16, 0.13, 0.32], [4.46, 0.16, -5.58], [0.62, 0.82, 0.00], [-7.96, -0.85, 9.28]]}